No. 1
Entry from the OMol25 dataset: 9 unconnected molecules or ions with the total composition C50H74BBrCl18INO5S in a non-equilibrium geometry (ωB97M-V/def2-TZVPD).

Geometry (Å):
C  -6.240  -3.285  -2.199
C  -4.943  -4.257  -1.824
C  -4.497  -4.018  -0.230
C  -3.240  -4.960  0.242
O  -1.934  -4.589  -0.326
N  -1.930  -3.338  -0.814
C  -1.168  -3.209  -2.113
C  -0.331  -4.431  -2.862
C  0.485  -4.243  -4.303
Br  1.494  -5.808  -5.033
C  0.487  -2.800  -5.079
C  1.256  -2.437  -6.480
C  0.949  -3.451  -7.730
C  -0.638  -3.705  -8.051
C  -1.627  -2.440  -7.716
C  -1.164  -5.150  -7.394
C  -0.348  -1.552  -4.349
C  -1.131  -1.743  -2.919
S  -2.056  -0.342  -2.005
C  -1.565  -0.676  -0.189
C  -1.538  -2.300  0.212
C  -1.094  -2.641  1.786
C  -0.682  -1.444  2.879
C  -0.213  -1.780  4.446
C  -1.521  -2.060  5.442
C  -1.775  -3.676  5.603
I  -0.785  -4.346  7.449
C  -0.705  0.176  2.462
O  -0.355  1.212  3.447
C  1.030  1.687  3.290
O  1.288  2.826  2.588
C  2.371  0.946  3.927
C  3.371  1.655  5.051
C  4.707  0.878  5.692
C  5.137  -0.637  5.202
C  4.178  -1.348  4.054
C  2.834  -0.591  3.456
C  -1.178  0.500  0.892
B  -1.250  2.072  0.318
O  -2.462  2.915  0.334
O  0.034  2.592  -0.242
C  0.078  2.454  -1.706
H  -7.213  -3.942  -2.372
H  -6.001  -2.672  -3.168
H  -6.468  -2.597  -1.280
H  -5.381  -5.367  -1.841
H  -4.048  -4.149  -2.570
H  -4.384  -2.875  0.040
H  -5.442  -4.392  0.396
H  -3.479  -6.057  -0.163
H  -3.230  -5.025  1.412
H  -0.281  -5.522  -2.380
H  0.961  -1.324  -6.781
H  2.429  -2.414  -6.261
H  1.518  -4.494  -7.662
H  1.404  -2.926  -8.701
H  -0.713  -3.877  -9.230
H  -2.150  -2.573  -6.654
H  -2.517  -2.496  -8.510
H  -1.047  -1.423  -7.742
H  -1.648  -5.022  -6.336
H  -0.235  -5.888  -7.410
H  -1.930  -5.610  -8.185
H  -0.378  -0.485  -4.849
H  -1.075  -3.758  2.180
H  0.419  -0.850  4.849
H  0.481  -2.747  4.438
H  -2.459  -1.597  4.903
H  -1.301  -1.508  6.475
H  -2.939  -3.881  5.760
H  -1.465  -4.294  4.642
H  3.190  2.743  5.453
H  5.403  1.394  6.513
H  6.085  -1.223  5.624
H  4.518  -2.435  3.703
H  2.215  -1.178  2.639
H  -2.301  3.580  1.092
H  0.966  3.097  -2.177
H  0.304  1.336  -2.056
H  -0.944  2.819  -2.201
Cl  -2.880  -4.605  -10.574
C  -4.619  -4.700  -10.199
C  -5.325  -3.370  -10.407
Cl  -4.833  -2.152  -9.204
H  -4.725  -5.057  -9.170
H  -5.045  -5.456  -10.866
H  -6.406  -3.502  -10.300
H  -5.129  -2.962  -11.404
Cl  -0.441  4.438  -0.939
C  -0.971  5.803  -1.952
C  0.023  6.953  -1.933
Cl  0.077  7.768  -0.350
H  -1.960  6.119  -1.606
H  -1.075  5.418  -2.972
H  -0.269  7.709  -2.668
H  1.035  6.615  -2.175
Cl  6.754  0.990  9.145
C  8.424  1.564  8.908
C  8.472  3.008  8.434
Cl  7.861  3.189  6.770
H  8.918  0.891  8.202
H  8.929  1.474  9.875
H  9.506  3.364  8.431
H  7.887  3.666  9.084
Cl  2.218  -1.142  10.346
C  3.618  -2.198  10.662
C  4.788  -1.890  9.741
Cl  4.452  -2.346  8.052
H  3.289  -3.237  10.563
H  3.910  -2.031  11.703
H  5.667  -2.460  10.054
H  5.047  -0.827  9.760
Cl  -8.678  -1.756  -8.203
C  -8.556  -0.670  -6.796
C  -7.146  -0.619  -6.231
Cl  -6.676  -2.153  -5.458
H  -9.280  -1.003  -6.046
H  -8.855  0.326  -7.139
H  -7.081  0.156  -5.461
H  -6.408  -0.390  -7.007
Cl  10.946  -0.699  8.181
C  11.436  -1.380  6.610
C  10.281  -1.431  5.622
Cl  9.049  -2.630  6.089
H  11.859  -2.373  6.787
H  12.230  -0.736  6.220
H  10.649  -1.724  4.634
H  9.789  -0.458  5.526
Cl  -7.602  -0.263  -1.950
C  -5.933  0.312  -2.187
C  -5.884  1.755  -2.661
Cl  -6.495  1.937  -4.325
H  -5.439  -0.362  -2.893
H  -5.427  0.221  -1.220
H  -4.850  2.112  -2.664
H  -6.470  2.414  -2.011
Cl  1.568  10.987  -2.267
C  2.741  10.474  -1.028
C  3.486  11.652  -0.420
Cl  4.601  12.414  -1.582
H  3.427  9.756  -1.488
H  2.173  9.952  -0.252
H  4.092  11.312  0.424
H  2.797  12.420  -0.057
Cl  -0.050  7.778  5.653
C  0.439  7.098  4.082
C  -0.715  7.047  3.094
Cl  -1.947  5.848  3.561
H  0.863  6.104  4.259
H  1.233  7.742  3.692
H  -0.347  6.753  2.106
H  -1.208  8.019  2.998

Summary:
E_LUMO	-0.6	eV
HOMO energy	-0.2892	Eh
total charge	0
relative energy (zero: lowest compared OMol25 entry of this formula, charge and spin)	1720.3	kJ/mol
gap between HOMO and LUMO	7.3	eV

No. 2
Entry from the OMol25 dataset: a molecular structure, C28H50BMnN5O3P2S4 (ωB97M-V/def2-TZVPD).

Geometry (Å):
Mn  -0.828  0.036  -0.527
C  1.875  1.613  -2.915
N  1.503  2.655  -1.977
C  1.272  3.971  -2.302
C  0.915  4.589  -1.155
N  0.931  3.665  -0.137
B  0.584  4.168  1.324
N  0.364  2.974  2.278
C  1.157  2.697  3.368
C  0.778  1.503  3.873
N  -0.256  1.053  3.081
C  -0.893  -0.250  3.175
C  -0.490  1.958  2.113
S  -1.667  1.772  0.860
C  1.290  2.477  -0.647
S  1.483  0.937  0.127
H  2.260  2.090  -3.815
H  1.016  0.993  -3.165
H  2.631  0.971  -2.470
H  1.368  4.334  -3.309
H  0.636  5.610  -0.970
H  -0.408  4.850  1.225
H  1.529  4.799  1.746
H  1.937  3.369  3.674
H  1.163  0.925  4.693
H  -0.541  -0.728  4.088
H  -0.623  -0.871  2.319
H  -1.974  -0.133  3.211
C  -3.110  -1.986  -3.558
C  -4.278  -1.744  -2.581
C  -5.596  -1.878  -3.354
C  -4.203  -2.871  -1.538
P  -3.966  -0.107  -1.679
N  -2.478  0.091  -1.331
C  -5.082  -0.067  -0.139
C  -5.134  1.359  0.432
C  -6.532  -0.530  -0.329
C  -4.407  -0.933  0.938
C  -4.468  1.321  -2.822
C  -3.783  1.096  -4.178
C  -3.872  2.623  -2.264
C  -5.968  1.517  -3.070
H  -2.961  -3.063  -3.669
H  -2.174  -1.580  -3.179
H  -3.310  -1.572  -4.545
H  -5.648  -2.896  -3.752
H  -5.648  -1.201  -4.206
H  -6.480  -1.723  -2.739
H  -4.168  -3.824  -2.072
H  -5.070  -2.898  -0.882
H  -3.292  -2.812  -0.945
H  -5.728  2.036  -0.177
H  -4.140  1.780  0.570
H  -5.609  1.310  1.417
H  -7.060  0.047  -1.089
H  -7.062  -0.383  0.618
H  -6.612  -1.583  -0.582
H  -3.341  -0.720  0.999
H  -4.529  -1.998  0.760
H  -4.861  -0.699  1.907
H  -2.722  0.878  -4.049
H  -3.880  2.011  -4.770
H  -4.237  0.289  -4.747
H  -2.828  2.480  -1.984
H  -4.408  2.999  -1.396
H  -3.926  3.390  -3.043
H  -6.449  0.629  -3.476
H  -6.095  2.322  -3.802
H  -6.506  1.813  -2.173
C  3.825  -2.139  0.881
P  2.352  -1.773  1.921
C  2.040  -3.435  2.644
C  3.176  -0.936  3.335
C  2.972  -1.312  4.663
C  3.496  -0.566  5.713
C  4.239  0.576  5.455
C  4.452  0.964  4.138
C  3.923  0.221  3.095
H  4.105  -1.246  0.322
H  3.520  -2.893  0.156
H  4.679  -2.491  1.464
H  2.867  -3.802  3.257
H  1.872  -4.109  1.803
H  1.122  -3.425  3.233
H  2.393  -2.200  4.890
H  3.322  -0.882  6.735
H  4.647  1.160  6.271
H  5.023  1.859  3.921
H  4.064  0.561  2.075
O  1.143  -3.362  -0.260
S  -0.124  -2.794  -0.681
O  -0.716  -1.914  0.389
O  -1.079  -3.764  -1.169
S  0.224  -1.366  -2.139

Summary:
2S+1	5
E_LUMO (alpha / beta)	1.9 / 2.5	eV
HOMO energy (alpha / beta)	-0.1762 / -0.1762	Eh
total charge	-1
relative energy (zero: lowest compared OMol25 entry of this formula, charge and spin)	64.6	kJ/mol
gap between HOMO and LUMO (alpha / beta)	6.7 / 7.3	eV

No. 3
Entry from the OMol25 dataset: a molecular structure, C30H46GaN11OSb in a non-equilibrium geometry (ωB97M-V/def2-TZVPD).

Geometry (Å):
Ga  -0.032  0.005  -0.140
N  -1.149  1.324  1.309
C  -0.944  2.799  1.383
C  -2.113  3.570  0.778
C  -2.136  3.653  -0.747
C  -2.239  2.318  -1.480
N  -0.920  1.637  -1.566
H  -2.155  1.165  1.198
H  -0.926  0.910  2.214
H  -0.006  3.049  0.880
H  -0.848  3.098  2.429
H  -2.077  4.590  1.161
H  -3.049  3.136  1.138
H  -1.250  4.185  -1.101
H  -2.997  4.258  -1.032
H  -2.606  2.512  -2.492
H  -2.957  1.654  -0.994
H  -0.216  2.377  -1.555
H  -0.847  1.196  -2.483
C  5.217  -0.534  2.099
N  3.813  -0.233  1.915
C  3.033  -0.427  0.859
N  1.796  0.010  1.132
C  1.901  0.462  2.414
N  3.101  0.318  2.888
C  5.630  -1.796  1.382
C  6.813  -1.866  0.655
C  7.177  -3.051  0.028
C  6.352  -4.159  0.078
C  5.162  -4.091  0.800
C  4.822  -2.918  1.470
C  4.230  -5.193  0.822
N  4.283  -6.319  0.174
N  3.151  -6.973  0.401
C  2.419  -6.241  1.187
O  3.050  -5.075  1.490
C  1.063  -6.468  1.630
C  0.384  -7.647  1.319
C  -0.941  -7.781  1.690
C  -1.604  -6.751  2.346
C  -0.924  -5.587  2.684
C  -1.607  -4.440  3.405
N  -1.580  -3.256  2.574
C  -0.600  -2.376  2.376
N  -0.961  -1.518  1.419
C  -2.213  -1.933  1.085
N  -2.592  -2.976  1.763
C  0.409  -5.458  2.331
H  5.366  -0.632  3.179
H  5.812  0.321  1.761
H  3.363  -0.882  -0.053
H  1.108  0.893  2.989
H  7.457  -1.004  0.589
H  8.111  -3.103  -0.507
H  6.606  -5.074  -0.433
H  3.924  -2.897  2.070
H  0.907  -8.430  0.796
H  -1.470  -8.694  1.465
H  -2.644  -6.864  2.604
H  -1.106  -4.229  4.354
H  -2.654  -4.678  3.598
H  0.320  -2.337  2.925
H  -2.834  -1.447  0.353
H  0.965  -4.572  2.600
N  1.820  0.828  -1.722
H  1.590  1.269  -2.613
H  2.451  0.062  -1.951
H  2.387  1.514  -1.224
C  -3.649  -2.489  -2.454
C  -2.330  -2.432  -3.188
Sb  -0.568  -2.276  -1.876
C  1.113  -2.482  -3.268
C  0.820  -3.460  -4.384
C  -0.671  -4.150  -0.736
C  -0.578  -5.396  -1.589
H  -4.442  -2.694  -3.174
H  -3.888  -1.543  -1.970
H  -3.670  -3.289  -1.714
H  -2.296  -1.607  -3.899
H  -2.145  -3.362  -3.727
H  1.970  -2.799  -2.675
H  1.303  -1.488  -3.675
H  0.658  -4.468  -4.011
H  1.676  -3.494  -5.053
H  -0.037  -3.147  -4.974
H  -1.622  -4.131  -0.206
H  0.143  -4.105  -0.014
H  -1.325  -5.414  -2.381
H  -0.767  -6.261  -0.954
H  0.413  -5.523  -2.016

Summary:
E_LUMO	-9.4	eV
HOMO energy	-0.5492	Eh
total charge	+3
relative energy (zero: lowest compared OMol25 entry of this formula, charge and spin)	93.6	kJ/mol
gap between HOMO and LUMO	5.6	eV